(1)
# C24H20BrF4FeIN3OPS

C24H20BrF4FeIN3OPS as an isolated structure (the ωB97M-V functional and the def2-TZVPD basis, the Open Molecules 2025 dataset).

HOMO energy (alpha / beta): -14.1 / -14.3 eV
Relative energy (zero: lowest compared OMol25 entry of this formula, charge and spin): 8.48 kJ/mol
F_max: 0.7 eV/Å
LUMO energy (alpha / beta): -5.2 / -6.1 eV

Geometry as ORCA input:
```
! wB97M-V def2-TZVPD RIJCOSX def2/J DEFGRID3
* xyz 2 5
Fe -0.71 1.46 -0.15
F -0.90 -3.72 -5.31
C -0.78 -3.10 -4.15
C -0.52 -3.83 -3.00
F -0.40 -5.14 -3.06
C -0.40 -3.17 -1.79
F -0.20 -3.90 -0.70
C -0.51 -1.79 -1.69
P -0.37 -0.96 -0.07
C -1.89 -1.53 0.75
C -3.05 -0.85 0.39
C -4.28 -1.23 0.91
C -4.35 -2.30 1.79
C -3.19 -2.99 2.14
C -1.96 -2.61 1.62
C 1.10 -1.66 0.70
C 2.21 -1.92 -0.10
C 3.39 -2.37 0.47
C 3.48 -2.55 1.84
C 2.38 -2.27 2.65
C 1.20 -1.81 2.09
C -0.78 -1.08 -2.87
Br -0.99 0.80 -2.87
C -0.92 -1.72 -4.08
F -1.19 -1.04 -5.19
H -3.02 -0.03 -0.32
H -5.18 -0.70 0.62
H -5.30 -2.61 2.19
H -3.25 -3.84 2.81
H -1.08 -3.17 1.88
H 2.16 -1.78 -1.17
H 4.24 -2.59 -0.16
H 4.40 -2.91 2.29
H 2.45 -2.40 3.72
H 0.35 -1.60 2.73
C 3.37 3.60 0.54
N 3.16 3.50 -0.91
C 4.15 3.55 -1.87
C 3.55 3.51 -3.07
N 2.20 3.42 -2.82
C 1.96 3.43 -1.50
S 0.43 3.44 -0.73
H 4.43 3.48 0.74
H 2.82 2.82 1.05
H 3.04 4.57 0.90
H 5.20 3.63 -1.61
H 3.96 3.52 -4.07
H 1.47 3.44 -3.51
N -3.67 3.62 2.07
C -2.58 2.89 1.87
O -2.37 2.35 0.77
C -1.66 2.76 3.07
I 0.02 1.52 2.65
H -4.32 3.76 1.31
H -3.85 4.07 2.95
H -2.19 2.30 3.90
H -1.28 3.73 3.37
*
```

=====

(2)
# C24H20Cl3HfN2OS2

C24H20Cl3HfN2OS2 as an isolated structure at a distorted geometry (the ωB97M-V functional and the def2-TZVPD basis, the Open Molecules 2025 dataset).

HOMO energy: -16.7 eV
F_max: 1.2 eV/Å
LUMO energy: -11.4 eV

Geometry as ORCA input:
```
! wB97M-V def2-TZVPD RIJCOSX def2/J DEFGRID3
* xyz 3 1
Hf -0.08 0.68 3.25
S -1.27 1.51 1.21
C -0.45 0.67 -0.08
N -0.86 0.81 -1.29
C -0.18 0.06 -2.37
C 1.29 0.09 -2.11
N 1.53 -0.52 -0.77
C 2.68 -1.48 -0.72
C 2.34 -2.68 -1.57
C 1.35 -3.56 -1.15
C 1.05 -4.68 -1.93
C 1.74 -4.90 -3.11
C 2.73 -4.02 -3.52
C 3.03 -2.90 -2.75
C 0.73 -0.25 0.19
S 0.93 -1.01 1.75
C -1.95 1.71 -1.75
C -1.35 2.79 -2.62
C -0.46 3.71 -2.07
C 0.08 4.70 -2.87
C -0.27 4.78 -4.21
C -1.17 3.87 -4.75
C -1.71 2.87 -3.96
H -0.41 0.55 -3.32
H -0.57 -0.96 -2.39
H 1.68 1.11 -2.09
H 1.84 -0.50 -2.85
H 2.88 -1.74 0.31
H 3.54 -0.95 -1.12
H 0.82 -3.41 -0.21
H 0.29 -5.38 -1.60
H 1.52 -5.77 -3.71
H 3.28 -4.20 -4.43
H 3.82 -2.22 -3.07
H -2.48 2.12 -0.89
H -2.64 1.09 -2.33
H -0.21 3.67 -1.02
H 0.77 5.43 -2.45
H 0.15 5.56 -4.84
H -1.46 3.95 -5.79
H -2.42 2.17 -4.39
Cl -2.13 -0.05 10.03
C -1.88 -0.15 8.35
C -0.84 0.58 7.77
C -0.70 0.46 6.42
Cl 0.64 1.36 5.60
C -1.50 -0.32 5.60
O -1.26 -0.36 4.23
C -2.52 -1.04 6.19
Cl -3.54 -2.01 5.22
C -2.71 -0.95 7.57
H -0.19 1.19 8.38
H -3.51 -1.51 8.03
*
```

=====

(3)
# C24H20ClGaNO2S5

C24H20ClGaNO2S5 as an isolated structure at a distorted geometry (the ωB97M-V functional and the def2-TZVPD basis, the Open Molecules 2025 dataset).

HOMO energy: -3.8 eV
Relative energy (zero: lowest compared OMol25 entry of this formula, charge and spin): 69.28 kJ/mol
F_max: 1.1 eV/Å
LUMO energy: 2.3 eV

Geometry as ORCA input:
```
! wB97M-V def2-TZVPD RIJCOSX def2/J DEFGRID3
* xyz -1 1
Ga 1.75 -0.73 -0.86
S 0.38 1.00 -1.88
S 1.93 2.06 -2.71
S 2.68 0.70 -4.08
S 3.29 -0.86 -2.93
C -4.20 3.12 0.20
C -3.66 1.96 1.06
C -4.51 1.84 2.33
C -3.81 0.67 0.24
C -2.21 2.24 1.42
C -1.85 3.45 2.04
C -0.54 3.77 2.32
C 0.46 2.88 1.96
S 2.19 3.02 2.09
C 2.31 1.43 1.31
N 1.18 0.88 1.03
C 0.12 1.65 1.37
C -1.21 1.33 1.13
C 3.56 0.76 1.03
C 4.78 1.20 1.54
C 5.91 0.44 1.36
C 5.82 -0.76 0.66
C 4.62 -1.15 0.09
C 3.46 -0.41 0.27
H -5.21 2.89 -0.13
H -3.57 3.27 -0.67
H -4.23 4.05 0.76
H -5.53 1.58 2.07
H -4.53 2.78 2.88
H -4.11 1.07 2.98
H -4.84 0.57 -0.09
H -3.55 -0.20 0.84
H -3.16 0.70 -0.64
H -2.63 4.15 2.31
H -0.30 4.71 2.80
H -1.39 0.37 0.69
H 4.83 2.14 2.08
H 6.86 0.76 1.77
H 6.71 -1.36 0.53
H 4.57 -2.06 -0.50
Cl -1.92 -6.30 -3.77
C -0.85 -5.24 -2.92
C 0.52 -5.52 -2.91
C 1.39 -4.68 -2.26
C 0.95 -3.50 -1.60
O 1.79 -2.71 -1.04
C -0.47 -3.26 -1.61
C -0.98 -2.12 -0.95
O -0.34 -1.27 -0.32
C -1.34 -4.13 -2.28
H 0.88 -6.39 -3.43
H 2.45 -4.88 -2.27
H -2.08 -1.99 -1.00
H -2.40 -3.92 -2.31
*
```

=====

(4)
# C24H20ClN4PRuS2

C24H20ClN4PRuS2 as an isolated structure (the ωB97M-V functional and the def2-TZVPD basis, the Open Molecules 2025 dataset).

HOMO energy (alpha / beta): -20.3 / -20.3 eV
F_max: 0.5 eV/Å
LUMO energy (alpha / beta): -13.6 / -14.7 eV

Geometry as ORCA input:
```
! wB97M-V def2-TZVPD RIJCOSX def2/J DEFGRID3
* xyz 4 5
Ru -0.01 1.08 0.52
Cl 1.56 2.21 -1.09
C 2.04 0.93 -2.21
C 2.91 1.27 -3.22
C 3.31 0.27 -4.12
C 2.84 -1.03 -3.99
C 1.97 -1.36 -2.96
C 1.56 -0.38 -2.05
P 0.39 -0.81 -0.79
C 0.52 -2.47 -0.24
C 1.81 -2.96 0.04
C 1.97 -4.27 0.45
C 0.85 -5.09 0.59
C -0.43 -4.62 0.29
C -0.60 -3.31 -0.13
C -1.27 -0.15 -1.05
C -2.26 -0.38 -0.05
C -3.53 0.13 -0.24
C -3.84 0.83 -1.40
C -2.86 1.10 -2.36
C -1.57 0.63 -2.18
H 3.28 2.28 -3.32
H 3.99 0.53 -4.92
H 3.16 -1.79 -4.69
H 1.61 -2.37 -2.87
H 2.69 -2.34 -0.13
H 2.95 -4.66 0.65
H 0.98 -6.12 0.91
H -1.28 -5.28 0.35
H -1.59 -2.97 -0.42
H -2.05 -1.01 0.81
H -4.31 -0.07 0.49
H -4.86 1.17 -1.56
H -3.12 1.63 -3.27
H -0.82 0.80 -2.94
N -2.39 4.00 -0.10
C -1.99 3.73 1.13
N -1.19 2.73 1.48
C -0.95 2.76 2.83
C -1.62 3.78 3.52
S -2.52 4.74 2.48
C -0.03 1.84 3.40
C 0.31 1.72 4.73
S 1.47 0.52 4.98
C 1.48 0.19 3.26
N 0.64 0.96 2.55
N 2.27 -0.74 2.76
H -2.08 3.44 -0.88
H -2.98 4.80 -0.31
H -1.58 3.99 4.58
H -0.08 2.29 5.57
H 2.91 -1.26 3.35
H 2.32 -0.90 1.76
*
```

=====

(5)
# C24H20F4MgN4O4SSe

C24H20F4MgN4O4SSe as an isolated structure at a distorted geometry (the ωB97M-V functional and the def2-TZVPD basis, the Open Molecules 2025 dataset).

HOMO energy: -0.5 eV
Relative energy (zero: lowest compared OMol25 entry of this formula, charge and spin): 0.00 kJ/mol
F_max: 1.6 eV/Å
LUMO energy: 4.4 eV

Geometry as ORCA input:
```
! wB97M-V def2-TZVPD RIJCOSX def2/J DEFGRID3
* xyz -2 1
Mg 0.99 0.71 0.07
C 0.20 3.87 0.87
N 0.64 2.62 1.48
C -0.17 2.36 2.67
C 2.06 2.72 1.82
C 2.61 1.41 2.39
N 1.85 0.31 1.83
C 1.91 -0.90 2.38
C 0.89 -1.84 2.08
F -0.13 -1.41 1.30
C 0.84 -3.11 2.60
F -0.19 -3.92 2.28
C 1.79 -3.57 3.49
C 2.80 -2.68 3.82
F 3.75 -3.09 4.69
C 2.87 -1.41 3.30
F 3.94 -0.65 3.67
H 0.38 4.72 1.55
H -0.86 3.83 0.64
H 0.74 4.04 -0.06
H -0.06 3.17 3.41
H 0.11 1.42 3.13
H -1.22 2.30 2.37
H 2.22 3.54 2.55
H 2.58 2.97 0.90
H 2.53 1.42 3.48
H 3.68 1.34 2.14
H 1.75 -4.57 3.91
S 2.13 2.35 -1.68
Se 0.32 1.50 -2.54
N -0.66 1.08 -1.08
C -1.70 1.98 -1.02
C -2.70 1.99 -0.06
C -3.66 3.00 -0.06
C -3.62 4.00 -1.02
C -2.65 3.99 -2.02
C -1.70 2.97 -2.07
N -0.75 2.82 -3.04
H -2.72 1.20 0.69
H -4.43 3.01 0.71
H -4.36 4.80 -1.00
H -2.62 4.77 -2.77
O 2.81 -2.59 -0.93
C 1.80 -1.96 -1.24
O 1.54 -0.75 -0.94
C 0.73 -2.69 -2.06
C 1.09 -3.84 -2.75
C 0.18 -4.55 -3.53
C -1.10 -4.06 -3.57
O -2.20 -4.57 -4.24
C -3.28 -3.70 -3.93
O -2.82 -2.68 -3.07
C -1.47 -2.93 -2.87
C -0.58 -2.22 -2.10
H 2.12 -4.18 -2.67
H 0.45 -5.45 -4.07
H -4.08 -4.27 -3.44
H -3.67 -3.26 -4.85
H -0.87 -1.33 -1.54
*
```

=====

(6)
# C24H20F7OSi

A 2-piece molecular cluster, C24H20F7OSi overall at a distorted geometry (the ωB97M-V functional and the def2-TZVPD basis, the Open Molecules 2025 dataset).

HOMO energy: -11.3 eV
F_max: 2.1 eV/Å
LUMO energy: -6.4 eV

Geometry as ORCA input:
```
! wB97M-V def2-TZVPD RIJCOSX def2/J DEFGRID3
* xyz 1 1
C -2.66 4.01 3.55
Si -2.68 2.27 2.87
C -2.64 1.01 4.24
C -4.13 2.05 1.71
O -1.39 2.14 1.84
C -0.22 1.53 1.51
C -0.15 0.77 0.39
C 0.94 1.83 2.37
C 1.75 0.85 2.97
F 1.48 -0.47 2.79
C 2.78 1.17 3.85
F 3.60 0.22 4.32
C 2.95 2.49 4.26
F 3.94 2.81 5.11
C 2.13 3.50 3.72
F 2.27 4.77 4.16
C 1.20 3.17 2.75
F 0.53 4.18 2.16
H -3.58 4.19 4.12
H -1.80 4.19 4.21
H -2.61 4.74 2.73
H -3.53 1.16 4.87
H -2.67 -0.02 3.87
H -1.76 1.11 4.88
H -5.07 2.11 2.27
H -4.12 2.85 0.95
H -4.10 1.09 1.18
H 0.80 0.32 0.13
H -1.03 0.65 -0.23
F -0.83 -5.65 -1.60
C -0.89 -4.28 -1.63
C -1.99 -3.65 -1.03
C -2.09 -2.26 -1.14
C -1.14 -1.53 -1.84
C -0.02 -2.17 -2.44
C 0.87 -1.38 -3.19
C 1.69 -1.82 -4.26
C 2.58 -0.88 -4.87
C 3.51 -1.28 -5.82
C 3.64 -2.63 -6.17
C 2.71 -3.53 -5.65
F 2.85 -4.87 -5.94
C 1.68 -3.14 -4.80
C 0.13 -3.58 -2.24
H -2.74 -4.24 -0.52
H -2.91 -1.73 -0.66
H -1.25 -0.46 -2.00
H 0.89 -0.30 -2.98
H 2.51 0.16 -4.56
H 4.17 -0.54 -6.27
H 4.43 -2.98 -6.83
H 0.92 -3.86 -4.50
H 1.02 -4.10 -2.59
*
```

=====

(7)
# C24H20N2O

A 2-piece molecular cluster, C24H20N2O overall at a distorted geometry (the ωB97M-V functional and the def2-TZVPD basis, the Open Molecules 2025 dataset).

HOMO energy: -6.5 eV
Relative energy (zero: lowest compared OMol25 entry of this formula, charge and spin): 0.00 kJ/mol
F_max: 2.4 eV/Å
LUMO energy: -2.2 eV

Geometry as ORCA input:
```
! wB97M-V def2-TZVPD RIJCOSX def2/J DEFGRID3
* xyz 0 1
C -4.91 0.73 -3.00
O -4.65 -0.40 -2.14
C -4.01 -0.22 -0.96
C -3.75 -1.40 -0.20
C -3.07 -1.31 0.98
C -2.57 -0.07 1.46
C -1.77 -0.08 2.63
C -0.76 0.86 2.99
C -0.10 0.71 4.25
C 0.75 1.68 4.73
C 1.03 2.82 3.96
C 1.93 3.87 4.53
C 0.51 2.92 2.67
C -0.34 1.94 2.17
C -2.93 1.11 0.74
C -3.60 1.04 -0.46
H -5.50 0.31 -3.81
H -5.49 1.52 -2.48
H -3.97 1.15 -3.39
H -4.11 -2.34 -0.60
H -2.84 -2.22 1.54
H -1.87 -0.96 3.26
H -0.29 -0.18 4.84
H 1.19 1.58 5.72
H 1.87 4.80 3.95
H 1.64 4.10 5.56
H 2.98 3.55 4.55
H 0.78 3.78 2.04
H -0.69 2.00 1.14
H -2.68 2.08 1.16
H -3.82 1.95 -1.03
C -3.85 -0.18 4.87
C -2.82 -0.36 5.80
N -1.95 -0.57 6.57
C -4.77 -1.26 4.63
C -5.90 -1.07 3.79
C -6.78 -2.13 3.56
C -6.55 -3.39 4.13
C -5.44 -3.58 4.97
C -4.55 -2.54 5.22
C -4.11 1.12 4.41
N -4.30 2.20 4.00
H -6.05 -0.10 3.32
H -7.65 -1.97 2.91
H -7.23 -4.21 3.92
H -5.27 -4.55 5.44
H -3.67 -2.70 5.84
*
```

=====

(8)
# C24H20N2O4S

One molecule with the formula C24H20N2O4S (the ωB97M-V functional and the def2-TZVPD basis, the Open Molecules 2025 dataset).

SMILES: O=C1c2ccccc2C(=O)N1C[C@@H]1c2ccccc2CCN1S(=O)(=O)c1ccccc1
HOMO energy: -9.2 eV
Relative energy (zero: lowest compared OMol25 entry of this formula, charge and spin): 0.00 kJ/mol
F_max: 1.0 eV/Å
LUMO energy: -0.1 eV

Geometry as ORCA input:
```
! wB97M-V def2-TZVPD RIJCOSX def2/J DEFGRID3
* xyz 0 1
O 1.73 0.24 2.70
C 2.25 -0.21 1.71
C 3.46 0.24 0.99
C 4.33 1.28 1.24
C 5.37 1.49 0.33
C 5.52 0.68 -0.78
C 4.64 -0.37 -1.03
C 3.62 -0.58 -0.14
C 2.52 -1.57 -0.14
O 2.28 -2.45 -0.93
N 1.79 -1.32 1.02
C 0.46 -1.85 1.21
C -0.51 -0.82 0.60
C -1.97 -1.14 0.71
C -2.76 -0.62 1.72
C -4.13 -0.84 1.73
C -4.71 -1.57 0.71
C -3.93 -2.09 -0.31
C -2.55 -1.89 -0.31
C -1.66 -2.48 -1.36
C -0.55 -1.51 -1.80
N -0.15 -0.57 -0.77
S -0.01 1.04 -1.14
O 0.12 1.16 -2.56
O 1.03 1.57 -0.30
C -1.58 1.72 -0.61
C -2.72 1.41 -1.33
C -3.95 1.83 -0.86
C -4.04 2.56 0.31
C -2.89 2.88 1.02
C -1.65 2.46 0.56
H 4.20 1.91 2.10
H 6.06 2.30 0.50
H 6.33 0.87 -1.47
H 4.75 -1.00 -1.90
H 0.27 -1.96 2.28
H 0.40 -2.81 0.70
H -0.32 0.12 1.13
H -2.30 -0.03 2.50
H -4.74 -0.43 2.52
H -5.78 -1.73 0.70
H -4.38 -2.67 -1.10
H -1.19 -3.37 -0.94
H -2.24 -2.79 -2.23
H -0.88 -0.91 -2.66
H 0.33 -2.08 -2.11
H -2.63 0.85 -2.24
H -4.85 1.59 -1.41
H -5.00 2.88 0.68
H -2.96 3.46 1.93
H -0.74 2.68 1.09
*
```